{"formula": "C25H43AlBNO16PS", "method": "ωB97M-V/def2-TZVPD", "elements": ["C", "C", "B", "O", "Al", "N", "C", "S", "P", "C", "C", "H", "H", "H", "H", "H", "H", "H", "H", "H", "H", "H", "H", "H", "C", "C", "C", "O", "C", "O", "O", "H", "H", "H", "H", "H", "H", "C", "C", "C", "O", "C", "O", "O", "H", "H", "H", "H", "H", "H", "C", "C", "C", "O", "C", "O", "O", "H", "H", "H", "H", "H", "H", "C", "C", "C", "O", "C", "O", "O", "H", "H", "H", "H", "H", "H", "C", "C", "C", "O", "C", "O", "O", "H", "H", "H", "H", "H", "H"], "positions_angstrom": [[1.44, -1.65, -0.97], [0.55, -0.28, -0.97], [0.52, 0.43, -2.42], [0.23, -0.34, -3.63], [0.85, 2.47, -2.65], [1.22, 3.42, -1.00], [0.39, 3.21, -0.17], [-0.30, 2.62, 1.23], [2.77, 2.74, -4.00], [2.53, 1.89, -5.68], [4.18, 1.95, -3.02], [1.88, -1.81, -2.00], [0.79, -2.54, -0.72], [2.22, -1.60, -0.16], [-0.47, -0.54, -0.56], [1.06, 0.43, -0.26], [-0.72, -0.53, -3.68], [-0.46, 3.11, -3.28], [3.36, 2.29, -6.35], [2.69, 0.79, -5.54], [1.54, 2.13, -6.16], [5.03, 2.70, -3.00], [4.54, 0.96, -3.44], [3.92, 1.78, -1.92], [0.90, -6.34, 2.53], [0.69, -4.88, 2.89], [-0.59, -4.61, 3.63], [-0.85, -3.25, 3.28], [-0.27, -3.04, 2.07], [-0.45, -2.07, 1.40], [0.53, -4.08, 1.72], [1.73, -6.44, 1.83], [1.11, -6.93, 3.42], [0.02, -6.75, 2.04], [1.56, -4.50, 3.44], [-0.49, -4.72, 4.70], [-1.43, -5.22, 3.28], [1.10, 5.75, -7.74], [2.46, 6.05, -8.34], [2.54, 5.81, -9.82], [3.92, 5.52, -10.01], [4.37, 5.00, -8.83], [5.44, 4.48, -8.69], [3.44, 5.14, -7.84], [1.16, 5.75, -6.65], [0.37, 6.50, -8.05], [0.74, 4.77, -8.04], [2.77, 7.06, -8.08], [2.24, 6.68, -10.41], [1.96, 4.94, -10.15], [3.16, 2.83, 3.28], [4.13, 1.68, 3.16], [3.75, 0.66, 2.12], [4.38, -0.52, 2.62], [4.46, -0.38, 3.97], [4.76, -1.26, 4.72], [4.15, 0.89, 4.35], [3.37, 3.42, 4.17], [3.21, 3.48, 2.40], [2.13, 2.47, 3.38], [5.14, 2.06, 2.99], [4.12, 0.91, 1.13], [2.67, 0.48, 2.06], [-3.50, -1.77, 1.71], [-4.13, -0.50, 1.20], [-4.19, 0.60, 2.22], [-5.31, 1.37, 1.77], [-6.13, 0.51, 1.10], [-7.24, 0.77, 0.74], [-5.51, -0.69, 0.89], [-3.67, -2.59, 1.00], [-2.43, -1.65, 1.86], [-3.95, -2.09, 2.65], [-3.62, -0.17, 0.29], [-3.29, 1.21, 2.25], [-4.41, 0.24, 3.23], [-6.18, -2.85, 6.92], [-5.05, -3.06, 5.94], [-5.44, -3.85, 4.72], [-4.19, -4.43, 4.34], [-3.45, -4.55, 5.47], [-2.43, -5.17, 5.54], [-4.03, -3.88, 6.51], [-5.80, -2.46, 7.87], [-6.92, -2.15, 6.52], [-6.69, -3.80, 7.15], [-4.60, -2.10, 5.67], [-5.83, -3.22, 3.92], [-6.14, -4.66, 4.93]], "energy_ev": -88273.6953, "max_force_ha_per_bohr": 0.049, "charge": -1, "homo_lumo_gap_ev": 5.2, "molar_mass_g_mol": 714.445}

=====

{"formula": "C5H11NO", "method": "ωB97M-V/def2-TZVPD", "elements": ["C", "C", "N", "C", "O", "C", "C", "H", "H", "H", "H", "H", "H", "H", "H", "H", "H", "H"], "positions_angstrom": [[-0.44, -0.01, 2.10], [-1.08, 0.25, 0.71], [-0.29, 0.71, -0.41], [-0.84, 1.31, -1.55], [-0.12, 1.85, -2.37], [1.08, 0.18, -0.69], [1.09, -1.41, -0.83], [-0.11, 0.91, 2.55], [0.47, -0.63, 2.17], [-1.19, -0.40, 2.81], [-1.51, -0.65, 0.36], [-1.87, 1.02, 0.95], [-1.91, 1.16, -1.55], [1.45, 0.58, -1.59], [1.85, 0.51, -0.04], [2.07, -1.75, -0.37], [0.26, -1.90, -0.37], [1.07, -1.70, -1.86]], "energy_ev": -8900.0974, "e_above_lowest_ev": 1.600, "max_force_ha_per_bohr": 0.052, "homo_lumo_gap_ev": 10.0, "molar_mass_g_mol": 101.149, "smiles": "CCN(C=O)CC"}

=====

{"formula": "CH3O3", "method": "ωB97M-V/def2-TZVPD", "elements": ["O", "H", "H", "O", "O", "C", "H"], "positions_angstrom": [[1.24, -2.13, -1.34], [1.08, -1.37, -0.73], [1.07, -2.93, -0.80], [-1.98, 1.01, 0.11], [0.00, 0.00, 0.00], [-0.67, 1.04, 0.22], [-0.21, 2.04, 0.36]], "energy_ev": -7229.4386, "e_above_lowest_ev": 0.567, "max_force_ha_per_bohr": 0.093, "charge": -1, "homo_lumo_gap_ev": 8.2, "molar_mass_g_mol": 63.032}

=====

{"formula": "C25H45NP2SeTi", "method": "ωB97M-V/def2-TZVPD", "elements": ["Ti", "C", "C", "C", "C", "C", "C", "H", "H", "H", "C", "H", "H", "H", "C", "H", "H", "H", "C", "H", "H", "H", "C", "H", "H", "H", "C", "C", "C", "C", "C", "C", "C", "C", "H", "H", "H", "H", "H", "H", "H", "H", "H", "H", "H", "H", "P", "C", "H", "H", "H", "C", "H", "H", "H", "C", "H", "H", "H", "P", "C", "H", "H", "H", "C", "H", "H", "H", "C", "H", "H", "H", "Se", "C", "N"], "positions_angstrom": [[-0.32, 0.02, -0.03], [-1.85, 1.62, 0.16], [-2.21, 0.68, -0.89], [-2.16, -0.47, 1.14], [-1.89, 0.91, 1.40], [-2.38, -0.62, -0.28], [-1.72, 3.09, -0.02], [-1.34, 3.33, -1.01], [-1.06, 3.55, 0.72], [-2.69, 3.58, 0.07], [-1.93, 1.56, 2.74], [-1.72, 2.63, 2.67], [-1.21, 1.10, 3.43], [-2.93, 1.45, 3.20], [-2.43, -1.53, 2.15], [-3.50, -1.62, 2.36], [-1.92, -1.34, 3.10], [-2.09, -2.50, 1.79], [-2.91, -1.81, -0.97], [-4.01, -1.77, -1.06], [-2.68, -2.75, -0.44], [-2.51, -1.89, -1.98], [-2.58, 1.04, -2.26], [-3.60, 1.47, -2.31], [-2.57, 0.16, -2.92], [-1.89, 1.77, -2.70], [1.53, 0.43, -2.99], [0.52, 1.28, -3.19], [-0.08, 1.50, -4.55], [-0.98, 0.38, -5.14], [-1.07, -0.92, -4.38], [-0.01, -1.72, -4.21], [1.32, -1.40, -4.83], [2.17, -0.31, -4.14], [0.73, 1.71, -5.27], [-0.63, 0.17, -6.16], [-0.68, 2.42, -4.51], [2.48, 0.43, -4.91], [2.05, 0.32, -2.03], [0.19, 1.99, -2.42], [3.11, -0.78, -3.79], [1.90, -2.33, -4.85], [-0.10, -2.71, -3.76], [1.16, -1.10, -5.88], [-2.00, 0.79, -5.25], [-2.09, -1.27, -4.16], [1.66, 1.93, 0.51], [1.48, 2.82, 2.10], [2.34, 3.49, 2.27], [1.43, 2.11, 2.93], [0.57, 3.43, 2.11], [3.30, 1.17, 0.71], [4.02, 1.89, 1.12], [3.67, 0.80, -0.25], [3.22, 0.33, 1.40], [1.96, 3.29, -0.64], [2.28, 2.89, -1.61], [2.73, 3.98, -0.27], [1.03, 3.84, -0.81], [0.91, -2.42, -0.18], [-0.12, -3.67, -0.99], [0.47, -4.55, -1.28], [-0.61, -3.26, -1.88], [-0.91, -4.00, -0.29], [2.44, -2.40, -1.17], [2.22, -2.26, -2.24], [3.01, -3.33, -1.05], [3.06, -1.57, -0.84], [1.42, -3.27, 1.36], [1.79, -4.28, 1.16], [0.56, -3.33, 2.04], [2.19, -2.70, 1.88], [1.11, -0.72, 4.71], [0.77, -0.47, 3.02], [0.57, -0.32, 1.84]], "energy_ev": -135170.0937, "max_force_ha_per_bohr": 0.113, "charge": 2, "homo_lumo_gap_ev": 6.1, "molar_mass_g_mol": 548.417}

=====

{"formula": "C5H6O2", "method": "ωB97M-V/def2-TZVPD", "elements": ["C", "C", "C", "C", "C", "O", "O", "H", "H", "H", "H", "H", "H"], "positions_angstrom": [[-1.08, 1.87, -0.61], [-2.75, 1.39, 3.07], [-0.48, 0.87, -0.03], [-0.67, -0.57, -0.35], [0.92, 1.31, 0.54], [-1.70, 2.83, -0.93], [-1.90, 1.40, 2.33], [-0.12, -0.88, -1.22], [-1.66, -0.67, -0.62], [-0.40, -1.04, 0.59], [1.31, 0.42, 1.14], [0.80, 2.30, 0.94], [1.65, 1.60, -0.18]], "energy_ev": -9374.9916, "e_above_lowest_ev": 2.104, "max_force_ha_per_bohr": 0.061, "homo_lumo_gap_ev": 9.3, "molar_mass_g_mol": 98.101}

=====

{"formula": "C29H47BrN2OP2Zn", "method": "ωB97M-V/def2-TZVPD", "elements": ["C", "C", "C", "C", "N", "C", "C", "C", "C", "C", "C", "C", "C", "C", "Zn", "P", "H", "H", "H", "H", "H", "H", "H", "H", "C", "C", "H", "H", "H", "H", "H", "C", "C", "H", "H", "H", "H", "H", "C", "C", "H", "H", "H", "H", "H", "Br", "P", "C", "C", "H", "H", "H", "H", "H", "C", "C", "H", "H", "H", "H", "H", "C", "C", "H", "H", "H", "H", "H", "C", "N", "C", "C", "C", "O", "H", "H", "H", "H", "H", "H", "H", "H", "H"], "positions_angstrom": [[-0.84, -6.63, 4.14], [-0.37, -6.07, 2.94], [-0.07, -7.00, 1.91], [-0.16, -8.38, 2.16], [-0.54, -8.90, 3.33], [-0.89, -8.03, 4.28], [-0.18, -4.64, 2.74], [0.05, -3.45, 2.43], [0.66, -2.40, 1.69], [-0.31, -1.42, 1.27], [-0.07, -0.84, -0.02], [1.31, -0.38, -0.14], [2.36, -1.10, 0.47], [1.97, -2.28, 1.13], [-1.21, -0.28, 2.85], [-2.02, 1.86, -0.62], [0.28, -6.66, 0.94], [-1.12, -6.01, 4.98], [0.11, -9.09, 1.39], [-1.20, -8.47, 5.23], [2.77, -3.01, 1.28], [-1.39, -1.57, 1.75], [3.29, -0.57, 0.68], [-0.75, -1.23, -0.86], [-1.79, 3.48, -1.52], [-2.22, 3.65, -2.99], [-0.71, 3.69, -1.43], [-2.30, 4.26, -0.92], [-2.09, 4.71, -3.26], [-1.58, 3.07, -3.67], [-3.27, 3.39, -3.15], [-2.09, 0.68, -2.03], [-2.98, -0.56, -1.92], [-1.02, 0.42, -2.21], [-2.42, 1.26, -2.91], [-2.61, -1.29, -2.65], [-2.97, -1.09, -0.96], [-4.03, -0.37, -2.14], [-3.83, 1.94, -0.15], [-4.84, 2.42, -1.20], [-3.92, 2.56, 0.77], [-4.08, 0.90, 0.14], [-5.84, 2.33, -0.77], [-4.71, 3.47, -1.49], [-4.84, 1.79, -2.11], [1.90, 1.35, -0.60], [2.81, 0.30, -2.80], [1.24, 0.79, -3.56], [1.10, 0.95, -5.07], [0.87, 1.70, -3.07], [0.61, -0.06, -3.26], [0.03, 0.80, -5.32], [1.41, 1.96, -5.34], [1.70, 0.21, -5.63], [4.20, 1.42, -2.24], [5.53, 1.11, -2.88], [4.28, 1.33, -1.14], [3.88, 2.46, -2.39], [6.28, 1.86, -2.63], [5.87, 0.11, -2.56], [5.40, 1.04, -3.97], [2.83, -1.48, -2.54], [3.26, -2.72, -3.35], [1.78, -1.68, -2.28], [3.48, -1.59, -1.67], [3.37, -3.55, -2.63], [2.47, -3.04, -4.04], [4.17, -2.54, -3.91], [-0.73, 4.46, 5.42], [0.00, 3.65, 4.44], [1.36, 3.30, 4.75], [-0.57, 3.07, 3.35], [-1.87, 3.65, 2.89], [-0.08, 2.06, 2.76], [-0.04, 4.66, 6.24], [-1.60, 3.94, 5.83], [-1.05, 5.41, 5.00], [1.51, 2.22, 4.83], [2.06, 3.68, 4.00], [1.61, 3.74, 5.70], [-1.85, 3.81, 1.80], [-2.66, 2.91, 3.11], [-2.13, 4.59, 3.37]], "energy_ev": -172876.9556, "max_force_ha_per_bohr": 0.085, "charge": 2, "homo_lumo_gap_ev": [6.1, 5.1], "molar_mass_g_mol": 646.950}